<A>
DFT (the ωB97M-V functional and the def2-TZVPD basis) results for a 4-piece molecular cluster, C2H12NO3 overall.

ORCA input file:
```
! RIJCOSX wB97M-V def2-TZVPD def2/J DEFGRID3
* xyz 1 1
N -0.477 -1.266 -0.246
H 0.563 3.025 2.799
O 2.537 0.267 0.382
H 3.486 0.420 0.427
H 1.075 -1.388 1.089
H 0.492 2.861 1.310
H -3.666 -1.317 -1.312
H -0.587 0.896 -0.510
O 1.031 2.599 2.072
H -1.373 -1.545 -0.611
H -3.258 -0.139 -2.347
H 1.991 0.952 0.774
C -0.058 0.019 -0.828
H -0.204 -0.092 -1.948
H 0.205 -2.977 0.768
H 0.956 0.411 -0.640
C 0.253 -1.892 0.576
O -2.966 -0.834 -1.756
*
```

Output
Frontier orbital gap in eV: 10.547
E_LUMO in eV: -4.57

Partial atomic charges computed with the Mulliken method, in multiples of e: N 0.10; H 0.32; O -0.64; H 0.29; H 0.27; H 0.32; H 0.31; H 0.33; O -0.64; H 0.20; H 0.32; H 0.35; C -0.76; H 0.29; H 0.28; H 0.38; C -0.06; O -0.65

<B>
DFT (the ωB97M-V functional and the def2-TZVPD basis) results for a 3-piece molecular cluster, C2H12NO3 overall.

ORCA input file:
```
! RIJCOSX wB97M-V def2-TZVPD def2/J DEFGRID3
* xyz 1 1
H 0.009 2.099 -1.288
H -0.237 0.515 0.268
C 0.270 -1.265 0.319
H -0.840 -0.137 1.610
H -1.337 -2.485 -2.253
H 0.752 -0.809 -1.685
H 0.822 -2.544 -1.203
H 1.259 -0.910 0.529
O -1.139 -1.776 -1.626
H 1.006 2.592 2.190
H 1.358 2.194 -0.534
H -0.072 -2.059 1.127
H -0.432 3.167 1.910
O 0.105 2.308 1.853
C 0.219 -1.627 -1.157
O 0.698 1.508 -0.799
H -1.712 -0.492 0.138
N -0.730 -0.278 0.600
*
```

Output
Frontier orbital gap in eV: 11.532
E_LUMO in eV: -3.15

Partial atomic charges computed with the Mulliken method, in multiples of e: H 0.33; H 0.15; C -0.60; H 0.42; H 0.32; H 0.27; H 0.33; H 0.29; O -0.54; H 0.33; H 0.30; H 0.38; H 0.33; O -0.63; C -0.27; O -0.67; H 0.38; N -0.12

<C>
DFT (the ωB97M-V functional and the def2-TZVPD basis) results for a 4-piece molecular cluster, C2H12NO3 overall.

ORCA input file:
```
! RIJCOSX wB97M-V def2-TZVPD def2/J DEFGRID3
* xyz 1 1
H 0.052 -1.861 0.634
O -4.238 -2.991 -0.624
H 0.466 -0.156 3.218
H 0.759 -2.340 -1.042
H -4.837 -2.212 -0.769
H 2.450 3.484 -1.301
H -0.791 1.214 -0.931
H 1.118 -0.085 -1.773
N 0.126 1.031 -0.418
H 0.817 1.740 -0.630
C 0.556 -0.341 -0.921
H -4.382 -2.961 0.396
H 1.770 0.176 2.229
H 0.042 1.130 0.637
O 0.921 0.624 2.579
O 2.046 2.762 -0.687
C 0.445 -1.489 -0.340
H 2.679 2.277 -0.257
*
```

Output
Frontier orbital gap in eV: 10.593
E_LUMO in eV: -3.30

Partial atomic charges computed with the Mulliken method, in multiples of e: H 0.27; O -0.65; H 0.37; H 0.21; H 0.32; H 0.34; H 0.42; H 0.38; N -0.22; H 0.29; C -0.17; H 0.33; H 0.35; H 0.36; O -0.71; O -0.65; C -0.54; H 0.31

Stability check: which of them is least stable? <C>.

<A>
DFT (the ωB97M-V functional and the def2-TZVPD basis) results for an isolated ion of composition C3H10N2O and charge +1.

ORCA input file:
```
! RIJCOSX wB97M-V def2-TZVPD def2/J DEFGRID3
* xyz 1 2
N 1.783 1.935 0.532
H -1.552 -1.842 -1.216
H 0.974 1.865 -1.337
H 0.568 -0.350 -1.274
O -0.472 -2.645 0.288
C 0.617 1.580 -0.357
H -0.289 -2.440 1.217
H -0.244 2.054 0.115
C -1.441 -1.757 -0.133
H -2.307 -1.817 0.533
C 0.365 0.064 -0.269
H 1.961 1.185 1.182
H 1.033 -0.500 0.388
H -1.549 0.187 -0.710
H 1.528 2.776 1.034
N -0.976 -0.294 0.009
*
```

Output
Frontier orbital gap (spin up / spin down) in eV: 10.200 / 5.063
E_LUMO (spin up / spin down) in eV: -3.46 / -8.50

Partial atomic charges computed with the Mulliken method, in multiples of e: N -0.57; H 0.37; H 0.26; H 0.32; O -0.45; C -0.33; H 0.35; H 0.33; C -0.30; H 0.33; C -0.41; H 0.22; H 0.40; H 0.35; H 0.26; N -0.13

<B>
DFT (the ωB97M-V functional and the def2-TZVPD basis) results for a 2-piece molecular cluster, C3H10N2O overall.

ORCA input file:
```
! RIJCOSX wB97M-V def2-TZVPD def2/J DEFGRID3
* xyz 1 2
H -1.200 -0.283 -3.192
N -0.338 1.026 0.175
O -1.247 -2.455 6.647
H -1.497 1.000 -1.437
N 1.905 0.519 -1.744
H 0.527 1.381 0.568
H 2.225 -0.424 -1.529
H -0.492 -1.955 6.965
C -0.178 0.085 -3.382
H -1.112 0.890 0.802
C 0.495 0.519 -2.081
H 0.426 -0.652 -3.904
C -0.434 0.945 -1.158
H 2.418 0.799 -2.591
H -1.575 -2.099 5.820
H -0.470 0.978 -3.950
*
```

Output
Frontier orbital gap (spin up / spin down) in eV: 9.569 / 6.304
E_LUMO (spin up / spin down) in eV: -3.75 / -7.01

Partial atomic charges computed with the Mulliken method, in multiples of e: H 0.37; N -0.27; O -0.63; H 0.32; N -0.53; H 0.29; H 0.32; H 0.32; C -1.20; H 0.26; C 0.51; H 0.36; C -0.13; H 0.33; H 0.31; H 0.36

Stability check: which of them is least stable? <A>.

<A>
DFT (the ωB97M-V functional and the def2-TZVPD basis) results for a 2-piece molecular cluster, C3H10N2O overall.

ORCA input file:
```
! RIJCOSX wB97M-V def2-TZVPD def2/J DEFGRID3
* xyz 1 2
C 0.637 -0.845 -1.310
H -1.011 1.085 -1.457
N 0.047 -0.056 -0.142
C 1.629 -0.072 -2.156
H -2.242 1.942 0.439
H 1.282 0.968 -2.499
H -0.080 -1.446 -1.946
N -1.508 1.349 0.738
O -0.224 -0.876 3.005
H 0.631 -0.342 0.724
H 1.407 -1.632 -1.001
H -0.766 -0.344 2.448
C -0.939 0.794 -0.338
H 2.483 0.244 -1.506
H 0.443 -1.298 2.545
H 1.902 -0.476 -3.135
*
```

Output
Frontier orbital gap (spin up / spin down) in eV: 10.719 / 6.745
E_LUMO (spin up / spin down) in eV: -4.61 / -8.58

Partial atomic charges computed with the Mulliken method, in multiples of e: C -0.52; H 0.33; N 0.01; C -0.97; H 0.30; H 0.30; H 0.39; N -0.36; O -0.60; H 0.35; H 0.25; H 0.34; C 0.21; H 0.31; H 0.28; H 0.37

<B>
DFT (the ωB97M-V functional and the def2-TZVPD basis) results for a 2-piece molecular cluster, C3H10N2O overall.

ORCA input file:
```
! RIJCOSX wB97M-V def2-TZVPD def2/J DEFGRID3
* xyz 1 2
H -2.069 -1.529 -1.584
N -0.161 -1.906 0.457
C 1.105 2.107 0.088
H -1.577 -0.034 -1.005
H 0.105 -2.833 0.756
H 0.746 -0.810 -0.998
C -0.118 -1.468 -0.969
N -1.307 -0.878 -1.482
H 0.464 -1.300 0.976
H -1.168 2.132 0.985
H 0.206 -2.368 -1.494
H 0.475 2.838 -0.391
O -0.654 1.488 1.519
H 1.155 0.799 1.870
C 0.620 1.561 1.283
H 2.178 2.203 -0.010
*
```

Output
Frontier orbital gap (spin up / spin down) in eV: 7.263 / 3.650
E_LUMO (spin up / spin down) in eV: -5.52 / -9.08

Partial atomic charges computed with the Mulliken method, in multiples of e: H 0.24; N -0.49; C -0.61; H 0.15; H 0.24; H 0.28; C -0.43; N -0.44; H 0.13; H 0.39; H 0.36; H 0.34; O -0.24; H 0.42; C 0.34; H 0.32

Stability check: which of them is least stable? <B>.

<A>
DFT (the ωB97M-V functional and the def2-TZVPD basis) results for one molecule with the formula C4H13N3.

ORCA input file:
```
! RIJCOSX wB97M-V def2-TZVPD def2/J DEFGRID3
* xyz 0 1
H 2.306 -0.279 -0.954
H 1.103 0.722 -1.727
N -2.629 0.051 -1.133
H 1.420 1.429 1.973
H -2.307 0.649 -1.885
H 0.461 -0.844 2.352
H 1.979 -1.107 1.488
H -0.920 1.395 -0.032
H -0.714 -0.914 -1.133
C 0.906 -0.986 1.368
H 1.020 -1.099 -1.678
H -3.293 0.552 -0.555
C 0.634 0.226 0.492
N 1.342 1.373 0.960
H 1.221 2.184 0.368
C 1.235 -0.182 -1.135
H -1.930 -1.256 0.309
H 0.480 -1.883 0.928
C -1.544 -0.509 -0.388
N -0.768 0.478 0.381
*
```

Output
Frontier orbital gap in eV: 9.488
E_LUMO in eV: 1.04
Structure (SMILES): CC(C)(N)NCN

Partial atomic charges computed with the Mulliken method, in multiples of e: H 0.42; H 0.33; N -0.60; H 0.22; H 0.24; H 0.45; H 0.39; H 0.32; H 0.18; C -1.62; H 0.45; H 0.25; C 0.77; N -0.53; H 0.22; C -1.47; H 0.26; H 0.35; C -0.27; N -0.38

<B>
DFT (the ωB97M-V functional and the def2-TZVPD basis) results for one molecule with the formula C4H13N3.

ORCA input file:
```
! RIJCOSX wB97M-V def2-TZVPD def2/J DEFGRID3
* xyz 0 1
H -0.601 1.893 -1.362
H 0.381 0.329 2.394
C -0.484 -0.247 0.472
N -2.463 0.824 -1.486
H 0.611 1.455 1.105
H -0.622 0.818 -2.788
N 1.891 -1.836 1.243
C 1.944 -0.303 0.978
H 1.952 -0.104 -0.105
H -1.525 0.034 0.542
H 1.122 -2.381 0.835
H -2.774 1.059 -2.435
C -0.976 0.885 -1.699
H -0.540 -1.321 0.683
H 2.877 0.093 1.396
H 1.746 -1.903 2.265
H -0.347 -1.143 -1.377
C 0.628 0.369 1.326
N -0.238 -0.179 -1.052
H -2.582 1.660 -0.936
*
```

Output
Frontier orbital gap in eV: 9.842
E_LUMO in eV: 0.96
Structure (SMILES): NCCCNCN

Partial atomic charges computed with the Mulliken method, in multiples of e: H 0.29; H 0.29; C -1.08; N -0.68; H 0.27; H 0.34; N -0.62; C -0.68; H 0.38; H 0.48; H 0.28; H 0.28; C -0.46; H 0.45; H 0.31; H 0.23; H 0.25; C -0.32; N -0.28; H 0.27

Stability check: which of them is least stable? <B>.

<A>
DFT (the ωB97M-V functional and the def2-TZVPD basis) results for one molecule with the formula C4H13N3.

ORCA input file:
```
! RIJCOSX wB97M-V def2-TZVPD def2/J DEFGRID3
* xyz 0 1
H -1.393 -1.529 1.255
C 1.042 -0.341 0.085
H 0.074 -2.182 -0.525
H 0.755 0.241 0.967
H 1.830 -0.974 0.504
H 3.507 -0.020 -0.388
H -2.981 0.417 2.048
C 2.974 0.889 -0.707
H -0.287 -0.844 -1.497
N -1.371 -1.051 0.376
H 3.528 1.163 -1.603
C -2.471 -0.160 0.117
N -2.777 0.824 1.151
H 1.025 1.343 -0.919
N 1.594 0.500 -0.984
H 3.085 1.537 0.166
C -0.185 -1.116 -0.446
H -2.203 1.649 1.184
H -3.374 -0.749 0.019
H -2.371 0.404 -0.802
*
```

Output
Frontier orbital gap in eV: 9.220
E_LUMO in eV: 1.08
Structure (SMILES): CNCCNCN

Partial atomic charges computed with the Mulliken method, in multiples of e: H 0.18; C -0.36; H 0.31; H 0.32; H 0.43; H 0.31; H 0.19; C -0.87; H 0.45; N -0.22; H 0.32; C -0.55; N -0.55; H 0.24; N -0.43; H 0.31; C -0.96; H 0.20; H 0.34; H 0.34

<B>
DFT (the ωB97M-V functional and the def2-TZVPD basis) results for one molecule with the formula C4H13N3.

ORCA input file:
```
! RIJCOSX wB97M-V def2-TZVPD def2/J DEFGRID3
* xyz 0 1
N 0.487 -1.151 2.624
H -0.784 -1.009 0.233
H -1.420 -0.641 -2.441
C -0.575 0.985 1.853
H 1.543 0.329 1.499
N -0.767 -0.166 -3.003
C 0.127 -0.569 0.052
H -0.304 1.862 1.304
H 0.842 -1.395 -0.234
H 0.973 1.205 -2.781
C 0.438 0.322 -2.299
N 0.095 0.561 -0.846
H -1.355 0.502 -3.427
C 0.532 -0.075 1.548
H 0.886 -0.780 3.552
H -0.497 -1.360 2.811
H -1.599 0.680 1.602
H -0.759 1.202 -0.923
H -0.448 1.222 2.906
H 1.074 -0.505 -2.450
*
```

Output
Frontier orbital gap in eV: 9.292
E_LUMO in eV: 1.02
Structure (SMILES): C[C@@H](N)CNCN

Partial atomic charges computed with the Mulliken method, in multiples of e: N -0.72; H 0.33; H 0.23; C -1.34; H 0.36; N -0.63; C -0.78; H 0.37; H 0.32; H 0.30; C -0.38; N -0.31; H 0.22; C 0.23; H 0.27; H 0.27; H 0.30; H 0.25; H 0.42; H 0.29

Stability check: which of them is least stable? <B>.

<A>
DFT (the ωB97M-V functional and the def2-TZVPD basis) results for one molecule with the formula C4H13N3.

ORCA input file:
```
! RIJCOSX wB97M-V def2-TZVPD def2/J DEFGRID3
* xyz 0 1
H 2.432 -1.943 0.447
C -0.292 0.398 -0.098
H -0.771 0.079 -1.073
H 1.332 -3.428 -1.212
H 0.210 -2.358 -1.488
H -1.358 0.723 1.991
H 1.007 -0.470 1.466
H -2.466 2.474 1.325
N -1.981 1.960 0.620
C 1.750 -1.360 -0.372
H 2.404 -0.636 -0.888
N 0.518 1.634 -0.333
N 1.188 -2.438 -1.364
H -0.118 2.381 0.030
H -2.302 2.250 -0.318
H -2.399 -0.168 0.662
H 1.480 1.414 0.136
C -1.542 0.631 0.921
H -0.249 -1.547 0.868
C 0.538 -0.814 0.481
*
```

Output
Frontier orbital gap in eV: 9.931
E_LUMO in eV: 1.07
Structure (SMILES): NCC[C@H](N)CN

Partial atomic charges computed with the Mulliken method, in multiples of e: H 0.21; C 0.38; H 0.08; H 0.22; H 0.21; H 0.34; H 0.39; H 0.14; N -0.56; C -0.22; H 0.29; N -0.64; N -0.59; H 0.37; H 0.19; H 0.22; H 0.25; C -0.44; H 0.33; C -1.18

<B>
DFT (the ωB97M-V functional and the def2-TZVPD basis) results for one molecule with the formula C4H13N3.

ORCA input file:
```
! RIJCOSX wB97M-V def2-TZVPD def2/J DEFGRID3
* xyz 0 1
C -0.493 1.114 -0.198
H -3.445 -0.448 0.412
H 2.864 -1.574 -1.573
H 0.134 2.000 -0.009
H -2.248 2.044 0.465
C 1.584 -0.203 -0.915
H 0.225 -0.874 1.968
H 2.590 -1.642 0.152
C 0.361 -0.177 0.008
H 1.416 0.278 1.936
N 0.841 -0.302 1.361
H -0.332 -0.954 -0.297
H -0.714 1.170 -1.283
H 1.441 -0.107 -2.016
H -1.733 0.737 1.610
H 2.284 0.606 -0.625
N -2.726 0.058 -0.081
C -1.823 1.007 0.553
H -3.020 0.505 -0.940
N 2.251 -1.502 -0.783
*
```

Output
Frontier orbital gap in eV: 9.497
E_LUMO in eV: 1.11
Structure (SMILES): NCC[C@H](N)CN

Partial atomic charges computed with the Mulliken method, in multiples of e: C -0.73; H 0.17; H 0.21; H 0.39; H 0.23; C -0.75; H 0.21; H 0.21; C 0.27; H 0.16; N -0.56; H 0.25; H 0.26; H 0.42; H 0.40; H 0.27; N -0.48; C -0.55; H 0.19; N -0.55

Stability check: which of them is least stable? <A>.